(1)
{"formula": "C41H35F3IN3O2PdSbSe", "method": "ωB97M-V with the def2-TZVPD basis set", "species": ["Pd", "I", "C", "C", "C", "C", "C", "C", "C", "C", "C", "C", "H", "H", "H", "H", "H", "H", "C", "N", "C", "Se", "N", "C", "C", "C", "C", "C", "C", "H", "H", "H", "H", "H", "H", "H", "H", "O", "C", "O", "C", "N", "C", "C", "C", "H", "H", "H", "H", "H", "H", "H", "H", "H", "F", "C", "C", "C", "C", "C", "C", "Sb", "C", "C", "C", "C", "F", "C", "C", "C", "C", "C", "C", "F", "C", "C", "H", "H", "H", "H", "H", "H", "H", "H", "H", "H", "H", "H"], "xyz": [[-0.705, -1.244, -1.040], [-1.587, -3.573, 0.416], [-3.385, -3.332, -0.635], [-4.192, -4.432, -0.722], [-5.452, -4.328, -1.352], [-5.870, -3.121, -1.823], [-5.048, -1.969, -1.722], [-5.534, -0.712, -2.159], [-4.753, 0.395, -2.020], [-3.434, 0.281, -1.519], [-2.857, -0.907, -1.121], [-3.736, -2.050, -1.162], [-3.873, -5.375, -0.299], [-6.086, -5.203, -1.426], [-6.851, -3.015, -2.275], [-6.530, -0.653, -2.584], [-5.131, 1.367, -2.320], [-2.855, 1.199, -1.463], [2.702, -0.025, -1.991], [1.641, -0.788, -2.574], [1.055, -1.934, -1.956], [2.134, -3.214, -1.042], [0.086, -2.343, -2.913], [0.151, -1.551, -4.062], [-0.550, -1.600, -5.245], [-0.274, -0.623, -6.205], [0.672, 0.366, -5.962], [1.382, 0.413, -4.761], [1.115, -0.567, -3.818], [2.939, -0.470, -1.025], [2.393, 1.019, -1.857], [3.598, -0.055, -2.616], [-0.201, -3.309, -2.931], [-1.301, -2.360, -5.417], [-0.812, -0.633, -7.144], [0.865, 1.115, -6.720], [2.108, 1.192, -4.565], [1.355, -1.619, 4.351], [1.750, -1.505, 3.075], [1.007, -1.582, 2.135], [3.241, -1.338, 2.885], [3.886, -0.812, 4.089], [5.260, -1.346, 4.182], [5.366, -2.390, 3.059], [3.915, -2.699, 2.699], [3.382, -0.723, 1.992], [2.164, -1.420, 4.871], [3.854, 0.197, 4.119], [5.419, -1.795, 5.165], [6.003, -0.555, 4.060], [5.923, -3.276, 3.364], [5.871, -1.960, 2.192], [3.483, -3.420, 3.399], [3.774, -3.079, 1.688], [4.214, 3.593, 4.141], [3.310, 2.974, 3.341], [3.516, 2.978, 1.977], [2.577, 2.349, 1.167], [1.447, 1.730, 1.700], [1.291, 1.737, 3.087], [2.216, 2.365, 3.920], [0.021, 0.690, 0.419], [-1.588, 0.995, 1.798], [-2.320, 2.178, 1.864], [-3.374, 2.319, 2.760], [-3.673, 1.260, 3.590], [-4.692, 1.395, 4.476], [-2.982, 0.069, 3.551], [-1.938, -0.059, 2.641], [-0.247, 2.443, -0.822], [-0.553, 2.223, -2.164], [-0.690, 3.274, -3.064], [-0.510, 4.557, -2.596], [-0.633, 5.594, -3.461], [-0.204, 4.831, -1.278], [-0.071, 3.763, -0.398], [4.390, 3.469, 1.567], [2.734, 2.354, 0.093], [0.424, 1.263, 3.535], [2.090, 2.393, 4.995], [-2.082, 3.004, 1.205], [-3.963, 3.226, 2.812], [-3.263, -0.742, 4.209], [-1.403, -1.000, 2.581], [-0.698, 1.204, -2.514], [-0.932, 3.102, -4.104], [-0.069, 5.856, -0.959], [0.179, 3.971, 0.637]], "mulliken_charge": [-1.066, 0.043, 0.330, -0.678, -0.539, -0.811, 0.992, -0.948, -1.051, 0.332, -0.383, 0.754, 0.389, 0.366, 0.322, 0.302, 0.422, 0.182, -1.088, 0.746, -0.764, -0.350, -0.055, 0.343, -0.656, -0.544, -0.744, -0.720, 0.444, 0.059, 0.334, 0.478, 0.266, 0.428, 0.386, 0.390, 0.410, -0.561, -0.474, -0.455, 1.377, -0.576, -0.692, -0.695, -0.416, 0.015, 0.461, 0.148, 0.360, 0.262, 0.402, 0.314, 0.322, 0.130, -0.392, 0.515, -0.627, -0.259, -0.020, -0.164, -0.808, 2.158, 0.682, -0.307, -0.800, 0.346, -0.373, -0.833, -0.542, 0.284, -0.893, -0.997, 0.227, -0.380, -0.936, -0.408, 0.466, 0.290, 0.303, 0.339, 0.283, 0.431, 0.462, 0.319, 0.914, 0.514, 0.460, 0.500], "e_above_lowest_kcal_mol": 0.0, "spin_multiplicity": 1, "e_lumo_ev": 2.3, "total_charge": -1, "gap_ev": 5.7160}

(2)
{"formula": "C3H6Cl2P", "method": "ωB97M-V with the def2-TZVPD basis set", "species": ["C", "C", "C", "P", "Cl", "Cl", "H", "H", "H", "H", "H", "H"], "xyz": [[2.458, -0.683, -1.452], [1.277, -0.444, -1.502], [-0.843, -0.958, 0.449], [0.322, 0.391, 0.082], [-2.832, 2.517, 0.880], [1.435, 0.346, 1.702], [3.501, -0.488, -1.227], [-2.712, 3.688, 1.658], [0.409, -0.760, -2.097], [-1.907, -0.741, 0.053], [-0.739, -1.125, 1.544], [-0.368, -1.742, -0.089]], "nbo_charge": [0.187, -0.550, -1.009, 1.069, -0.319, -0.168, 0.280, 0.327, 0.345, 0.296, 0.288, 0.253], "e_above_lowest_kcal_mol": 83.4, "spin_multiplicity": 1, "e_lumo_ev": [-6.8, -6.8], "total_charge": 1, "gap_ev": [7.4392, 7.4399]}

(3)
{"formula": "C18H58BFNO10PS8Si2", "method": "ωB97M-V with the def2-TZVPD basis set", "species": ["C", "C", "P", "C", "C", "Si", "F", "O", "Si", "N", "S", "B", "O", "O", "H", "H", "H", "H", "H", "H", "H", "H", "H", "H", "H", "H", "H", "H", "H", "H", "C", "S", "O", "C", "H", "H", "H", "H", "H", "H", "C", "S", "O", "C", "H", "H", "H", "H", "H", "H", "C", "S", "O", "C", "H", "H", "H", "H", "H", "H", "C", "S", "O", "C", "H", "H", "H", "H", "H", "H", "C", "S", "O", "C", "H", "H", "H", "H", "H", "H", "C", "S", "O", "C", "H", "H", "H", "H", "H", "H", "C", "S", "O", "C", "H", "H", "H", "H", "H", "H"], "xyz": [[-4.056, 1.077, 1.247], [-3.559, 1.788, -0.046], [-4.597, 3.258, -0.553], [-4.367, 3.706, -2.355], [-3.724, 5.150, -2.394], [-6.727, 3.069, -0.030], [-7.028, 2.192, 1.360], [-7.650, 2.465, -1.372], [-7.666, 0.765, -1.486], [-9.094, 0.339, -2.463], [-5.811, -0.007, -2.288], [-7.379, 4.923, 0.245], [-7.632, 5.789, -0.843], [-7.562, 5.403, 1.559], [-4.267, 1.790, 2.066], [-3.220, 0.439, 1.598], [-4.913, 0.408, 1.058], [-2.554, 2.189, 0.204], [-3.393, 1.070, -0.867], [-5.343, 3.810, -2.873], [-3.765, 2.980, -2.927], [-3.342, 5.388, -3.397], [-4.465, 5.889, -2.037], [-2.927, 5.151, -1.626], [-7.874, 0.139, -0.169], [-8.845, 0.545, -3.431], [-9.232, -0.669, -2.448], [-5.406, 0.876, -3.268], [-6.917, 6.421, -0.915], [-7.135, 4.761, 2.129], [-1.638, -3.840, 2.210], [-2.513, -2.735, 1.092], [-2.196, -1.333, 1.505], [-4.163, -3.110, 1.706], [-0.568, -3.739, 2.029], [-1.858, -3.572, 3.244], [-1.942, -4.869, 2.013], [-4.223, -2.885, 2.772], [-4.383, -4.162, 1.529], [-4.879, -2.493, 1.165], [-5.089, -5.001, -2.761], [-5.323, -4.904, -0.977], [-4.295, -5.781, -0.343], [-6.886, -5.802, -0.948], [-4.138, -4.530, -3.006], [-5.070, -6.045, -3.076], [-5.898, -4.469, -3.262], [-6.752, -6.794, -1.379], [-7.635, -5.243, -1.510], [-7.207, -5.895, 0.088], [2.160, -3.089, 0.078], [2.999, -3.910, 1.448], [1.942, -4.400, 2.383], [3.700, -2.415, 2.166], [1.616, -3.841, -0.491], [1.459, -2.347, 0.465], [2.899, -2.611, -0.565], [2.898, -1.718, 2.417], [4.389, -1.960, 1.458], [4.238, -2.687, 3.064], [8.347, -1.494, 4.480], [6.585, -1.128, 4.528], [6.026, -1.438, 3.174], [6.770, 0.660, 4.633], [8.470, -2.571, 4.375], [8.811, -0.990, 3.631], [8.811, -1.165, 5.410], [7.333, 1.028, 3.773], [7.286, 0.919, 5.558], [5.777, 1.109, 4.637], [-1.409, 0.206, -5.822], [-3.201, 0.390, -5.869], [-3.581, 1.313, -4.757], [-3.574, -1.286, -5.323], [-0.961, 1.161, -6.093], [-1.092, -0.074, -4.817], [-1.104, -0.555, -6.541], [-3.115, -1.469, -4.350], [-3.198, -1.998, -6.058], [-4.655, -1.386, -5.240], [6.876, 2.946, -0.955], [6.682, 3.047, 0.835], [7.746, 2.198, 1.446], [5.143, 2.112, 0.907], [7.809, 3.439, -1.225], [6.912, 1.901, -1.264], [6.043, 3.456, -1.439], [5.292, 1.121, 0.477], [4.367, 2.649, 0.362], [4.851, 2.015, 1.952], [11.202, 1.694, 0.980], [12.054, 0.884, 2.346], [11.013, 0.386, 3.292], [12.742, 2.392, 3.054], [10.662, 0.937, 0.416], [10.496, 2.431, 1.364], [11.936, 2.176, 0.331], [11.936, 3.082, 3.308], [13.422, 2.853, 2.336], [13.292, 2.126, 3.955]], "mulliken_charge": [-0.712, -0.293, -0.149, -0.035, -1.132, 0.195, -0.339, -0.264, 0.299, -0.607, -0.151, 0.765, -0.578, -0.549, 0.281, 0.174, 0.111, 0.442, 0.284, 0.327, 0.120, 0.368, 0.195, 0.347, -0.133, 0.260, 0.232, 0.036, 0.295, 0.288, -0.776, 0.586, -0.686, -1.102, 0.128, 0.320, 0.354, 0.442, 0.389, 0.296, -1.057, 0.742, -0.660, -1.065, 0.287, 0.378, 0.353, 0.343, 0.365, 0.310, -0.881, 0.450, -0.613, -0.813, 0.315, 0.212, 0.391, 0.344, 0.320, 0.284, -0.895, 0.460, -0.556, -0.769, 0.376, 0.197, 0.372, 0.084, 0.414, 0.314, -0.961, 0.367, -0.513, -0.878, 0.328, 0.277, 0.388, 0.237, 0.449, 0.279, -0.968, 0.414, -0.504, -0.860, 0.315, 0.305, 0.384, 0.245, 0.423, 0.247, -0.836, 0.405, -0.528, -0.945, 0.296, 0.194, 0.430, 0.293, 0.367, 0.315], "spin_multiplicity": 1, "e_lumo_ev": 0.2, "gap_ev": 7.7949}